Run i
Molecular formula: C7H10O
Method: DFT, ωB97M-V/def2-TZVPD

Last column: Löwdin charge in e.
Element x y z (Å)
C -0.74 -2.88 2.17  0.00
C -0.91 -1.53 2.00  -0.20
C -0.98 -0.91 0.68  -0.12
C -0.67 0.41 0.69  -0.08
C -0.86 1.23 -0.62  -0.22
C 0.50 1.93 -1.02  -0.13
C 1.29 0.78 -1.74  -0.29
O 2.42 0.85 -1.99  0.09
H -0.97 -3.42 3.09  0.04
H -0.36 -3.61 1.33  0.09
H -1.31 -0.89 2.77  0.09
H -1.16 -1.44 -0.17  0.08
H -0.37 0.97 1.57  0.11
H -1.59 1.91 -0.74  0.05
H -1.36 0.48 -1.37  0.13
H 1.02 2.22 -0.10  0.11
H 0.37 2.86 -1.65  0.13
H 0.58 -0.02 -1.92  0.10

Computed properties:
structure (SMILES)	C=C/C=C/CCC=O
frontier orbital gap	9.54	eV
net charge	0
spin multiplicity	1

***

Run ii
Molecular formula: C7H10O
Method: DFT, ωB97M-V/def2-TZVPD

Last column: Löwdin charge in e.
Element x y z (Å)
C 0.74 -2.30 0.48  0.06
C 0.92 -1.02 0.16  -0.24
C 2.04 -0.27 -0.50  -0.03
C 1.66 0.97 -0.81  -0.08
C 0.33 1.41 -0.23  -0.11
C -0.17 0.05 0.44  -0.33
O -1.33 -0.46 -0.13  -0.17
C -2.38 0.44 0.04  -0.12
H 1.46 -3.16 0.46  0.07
H -0.26 -2.61 0.83  0.07
H 2.87 -0.77 -0.89  0.09
H 2.27 1.66 -1.35  0.09
H 0.51 2.14 0.64  0.14
H -0.40 1.77 -0.96  0.10
H -0.36 0.17 1.54  0.16
H -2.06 1.51 0.02  0.08
H -2.76 0.19 1.08  0.11
H -3.08 0.27 -0.84  0.11

Computed properties:
structure (SMILES)	C=C1C=CC[C@H]1OC
frontier orbital gap	9.67	eV
net charge	0
spin multiplicity	1

***

Run iii
Molecular formula: C7H10O
Method: DFT, ωB97M-V/def2-TZVPD

Last column: Löwdin charge in e.
Element x y z (Å)
C -2.88 -0.34 -0.61  0.02
C -1.61 -0.11 -0.42  -0.24
O -1.19 0.50 0.75  -0.09
C 0.24 0.48 0.91  -0.29
C 0.99 1.25 -0.23  -0.05
C 1.84 0.48 -0.86  -0.10
C 1.85 -0.99 -0.37  -0.16
C 0.85 -0.94 0.84  -0.13
H -3.58 -0.26 0.20  0.07
H -3.16 -0.88 -1.53  0.06
H -0.81 -0.08 -1.17  0.12
H 0.41 0.88 1.90  0.13
H 0.79 2.33 -0.48  0.13
H 2.53 0.73 -1.64  0.09
H 2.88 -1.29 -0.11  0.11
H 1.40 -1.61 -1.15  0.10
H 0.03 -1.65 0.66  0.11
H 1.39 -1.15 1.81  0.12

Computed properties:
structure (SMILES)	C=CO[C@@H]1C=CCC1
frontier orbital gap	9.96	eV
net charge	0
spin multiplicity	1

***

Run iv
Molecular formula: C7H10O
Method: DFT, ωB97M-V/def2-TZVPD

Last column: Löwdin charge in e.
Element x y z (Å)
C -2.09 -1.35 -0.12  0.03
C -0.97 -0.63 0.10  -0.25
C -1.04 0.83 0.70  -0.10
C 0.02 1.65 -0.24  -0.17
C 1.03 0.71 -0.59  -0.23
C 1.56 -0.25 0.46  -0.35
O 2.85 -0.76 0.33  -0.07
C 0.50 -0.73 -0.47  -0.16
H -3.08 -0.92 0.32  0.09
H -2.10 -2.37 -0.49  0.04
H -2.08 1.00 0.61  0.07
H -0.53 0.86 1.78  0.14
H -0.55 1.90 -1.21  0.14
H 0.40 2.61 0.14  0.11
H 1.73 0.86 -1.49  0.18
H 1.19 -0.19 1.53  0.16
H 2.68 -1.85 0.02  0.22
H 0.49 -1.37 -1.38  0.15

Computed properties:
structure (SMILES)	C=C1CC[C@H]2[C@H](O)[C@@H]12
frontier orbital gap	9.83	eV
net charge	0
spin multiplicity	1

***

What is the stability order? It is run iii, run ii, run i, run iv, from most stable to least stable.

***

Run i
Molecular formula: C7H10O
Method: DFT, ωB97M-V/def2-TZVPD

Last column: Löwdin charge in e.
Element x y z (Å)
C -0.24 0.52 -2.21  -0.01
C -0.54 -0.54 -1.18  -0.26
C 0.11 -1.61 -0.30  -0.07
C -0.17 -0.80 1.07  -0.16
O 0.98 -0.36 1.89  -0.10
C 0.66 1.00 1.75  -0.20
C -0.40 0.83 0.64  -0.12
C 0.20 0.70 -0.76  -0.22
H 0.63 0.54 -2.90  0.12
H -1.13 0.98 -2.50  0.08
H -1.57 -0.39 -0.83  0.14
H 1.17 -1.79 -0.47  0.11
H -0.40 -2.61 -0.30  0.11
H -0.96 -1.34 1.57  0.12
H 1.50 1.65 1.52  0.11
H 0.26 1.35 2.74  0.12
H -1.34 1.29 0.85  0.12
H 1.23 0.58 -0.58  0.12

Computed properties:
structure (SMILES)	C1[C@H]2C[C@H]3OC[C@H]3[C@H]12
frontier orbital gap	9.83	eV
net charge	0
spin multiplicity	1

***

Run ii
Molecular formula: C7H10O
Method: DFT, ωB97M-V/def2-TZVPD

Last column: Löwdin charge in e.
Element x y z (Å)
C -2.77 0.13 -0.39  -0.14
C -1.64 -0.81 -0.32  -0.17
C -0.39 -0.40 -0.37  0.00
C 0.87 0.03 -0.51  -0.21
C 1.64 -0.03 -1.75  -0.06
C 1.74 0.17 0.79  -0.43
C 0.99 0.28 2.05  -0.02
O 2.91 0.35 0.69  0.09
H -3.14 0.66 0.53  0.08
H -2.57 0.94 -1.15  0.09
H -3.67 -0.50 -0.70  0.09
H -1.99 -1.83 0.06  0.13
H 1.86 -0.97 -2.04  0.03
H 1.21 0.62 -2.59  0.11
H 2.71 0.44 -1.48  0.13
H -0.08 0.67 1.83  0.11
H 0.85 -0.69 2.63  0.12
H 1.46 0.94 2.70  0.06

Computed properties:
structure (SMILES)	CC=C=C(C)C(C)=O
frontier orbital gap	9.74	eV
net charge	0
spin multiplicity	1

***

What is the stability order? It is run ii, run i, from most stable to least stable.

***

Run i
Molecular formula: C4H5NOS2
Method: DFT, ωB97M-V/def2-TZVPD

Last column: Löwdin charge in e.
Element x y z (Å)
N -1.39 1.31 0.91  0.07
C -1.39 0.32 0.01  -0.97
S -2.71 -0.62 -0.18  0.69
C -0.12 -0.05 -0.57  -0.48
C 0.60 -1.16 0.16  -0.17
C 1.93 -0.53 0.24  -0.80
O 3.01 -0.82 0.52  0.08
S 1.55 1.02 -0.49  0.98
H -0.63 2.11 0.54  0.17
H -2.15 1.45 1.49  0.06
H -0.25 -0.36 -1.59  0.10
H 0.18 -1.57 1.01  0.11
H 0.97 -2.08 -0.35  0.16

Computed properties:
structure (SMILES)	NC(=S)[C@@H]1CC(=O)S1
frontier orbital gap	8.86	eV
net charge	0
spin multiplicity	1

***

Run ii
Molecular formula: C4H5NOS2
Method: DFT, ωB97M-V/def2-TZVPD

Last column: Löwdin charge in e.
Element x y z (Å)
O 1.58 -1.08 -1.29  -0.03
N 0.58 -0.53 -0.59  -0.22
C -0.38 -1.20 0.15  -0.07
C -1.19 -0.18 0.75  -0.66
S -2.66 -0.66 1.66  0.70
C -0.62 1.04 0.33  -0.11
C 0.51 0.88 -0.52  -0.67
S 1.78 1.88 -1.01  0.77
H 2.36 -1.48 -0.71  0.19
H -0.68 -2.23 0.20  0.11
H -2.14 -0.11 2.93  -0.06
H -0.94 2.00 0.60  0.08
H 1.80 1.67 -2.51  -0.03

Computed properties:
structure (SMILES)	On1cc(S)cc1S
frontier orbital gap	8.60	eV
net charge	0
spin multiplicity	1

***

Run iii
Molecular formula: C4H5NOS2
Method: DFT, ωB97M-V/def2-TZVPD

Last column: Löwdin charge in e.
Element x y z (Å)
O -2.39 0.01 -0.03  0.00
N -1.03 -0.28 0.01  -0.21
C -0.59 -1.57 -0.09  -0.08
C 0.76 -1.55 -0.06  -0.11
C 1.15 -0.19 -0.03  -0.66
S 2.80 0.42 -0.07  0.77
C 0.01 0.59 0.03  -0.66
S -0.30 2.31 -0.13  0.82
H -2.42 0.76 -0.77  0.15
H -1.34 -2.37 0.04  0.14
H 1.49 -2.37 -0.05  0.11
H 2.50 1.74 0.01  -0.15
H -0.66 2.51 1.14  -0.12

Computed properties:
structure (SMILES)	On1ccc(S)c1S
frontier orbital gap	8.41	eV
net charge	0
spin multiplicity	1

***

What is the stability order? It is run i, run iii, run ii, from most stable to least stable.

***

Run i
Molecular formula: C4H7Cl
Method: DFT, ωB97M-V/def2-TZVPD

Last column: Löwdin charge in e.
Element x y z (Å)
C 1.33 -0.63 0.07  -0.15
C -0.07 -0.49 -0.29  -0.44
C -0.43 0.91 -0.25  -0.25
C -1.34 -0.01 0.45  -0.76
Cl -2.88 -0.41 -0.08  0.67
H 1.94 0.10 -0.62  0.11
H 1.88 -1.75 -0.07  0.13
H 1.44 -0.21 1.17  0.10
H 0.09 -0.67 -1.41  0.16
H -0.98 1.49 -1.12  0.16
H 0.17 1.26 0.60  0.10
H -1.15 0.40 1.56  0.16

Computed properties:
structure (SMILES)	C[C@@H]1C[C@H]1Cl
frontier orbital gap	10.97	eV
net charge	0
spin multiplicity	1

***

Run ii
Molecular formula: C4H7Cl
Method: DFT, ωB97M-V/def2-TZVPD

Last column: Löwdin charge in e.
Element x y z (Å)
C -0.35 1.43 0.08  -0.13
C 0.11 -0.04 0.21  -0.57
C -1.02 -1.03 -0.05  -0.14
C 1.43 -0.47 0.13  -0.79
H -0.26 1.75 -1.24  0.19
H -1.29 1.73 0.68  0.09
H 0.45 1.95 0.42  -0.01
H -0.46 -1.94 -0.97  0.14
H -0.96 -1.75 1.51  0.19
H -2.08 -0.02 -0.55  0.19
H 1.53 -1.67 -0.24  0.11
Cl 2.91 0.06 0.03  0.73

Computed properties:
frontier orbital gap	8.38	eV
net charge	0
spin multiplicity	1

***

What is the stability order? It is run i, run ii, from most stable to least stable.

***

Run i
Molecular formula: C4H7Cl
Method: DFT, ωB97M-V/def2-TZVPD

Last column: Löwdin charge in e.
Element x y z (Å)
C 0.12 1.46 -0.02  -0.09
C 0.12 0.04 -0.02  -0.46
C -1.16 -0.84 0.04  -0.06
C 1.20 -0.69 -0.04  -0.50
Cl 2.92 -0.14 0.02  0.53
H -0.56 1.87 -0.74  0.09
H -0.42 1.62 0.92  0.10
H 1.09 1.93 -0.03  0.07
H -2.25 -0.43 -0.02  0.11
H -1.09 -1.51 -0.84  0.08
H -1.10 -1.51 0.87  0.06
H 1.12 -1.80 -0.13  0.08

Computed properties:
structure (SMILES)	CC(C)=CCl
frontier orbital gap	10.00	eV
net charge	0
spin multiplicity	1

***

Run ii
Molecular formula: C4H7Cl
Method: DFT, ωB97M-V/def2-TZVPD

Last column: Löwdin charge in e.
Element x y z (Å)
C 0.26 1.15 0.62  -0.13
C 0.28 -0.20 1.23  -0.13
C -0.22 0.00 -0.16  -0.34
C 0.03 -0.64 -1.44  -0.08
Cl -2.71 0.10 -0.13  -0.02
H -0.21 1.92 1.20  0.12
H 1.24 1.35 0.29  0.10
H 1.31 -0.44 1.35  0.10
H -0.23 -0.50 2.10  0.10
H -0.59 -1.50 -1.32  0.07
H 1.07 -1.05 -1.35  0.12
H -0.23 -0.18 -2.38  0.09

Computed properties:
frontier orbital gap	8.85	eV
net charge	0
spin multiplicity	1

***

What is the stability order? It is run i, run ii, from most stable to least stable.

***

Run i
Molecular formula: C8H5N5O2
Method: DFT, ωB97M-V/def2-TZVPD

Last column: Löwdin charge in e.
Element x y z (Å)
O -1.73 -1.41 0.71  0.06
C -0.81 -0.90 0.11  -0.37
C -0.38 -1.45 -1.15  -0.13
N -0.71 -2.52 -1.94  0.13
C 0.14 -2.51 -3.02  -0.16
N 0.94 -1.50 -2.98  0.14
C 0.64 -0.86 -1.78  -0.30
N 1.25 0.28 -1.34  0.19
C 0.87 0.78 -0.17  -0.30
N 1.66 1.81 0.33  0.15
C 1.33 2.36 1.47  -0.03
C 0.12 1.97 2.22  -0.25
O -0.31 2.71 3.31  0.03
C -0.61 0.93 1.74  0.06
N -0.21 0.26 0.57  0.10
H -1.44 -3.20 -1.78  0.16
H 0.11 -3.25 -3.80  0.12
H 1.98 3.15 1.88  0.13
H -1.28 2.73 3.42  0.12
H -1.55 0.62 2.20  0.14

Computed properties:
structure (SMILES)	O=c1c2[nH]cnc2nc2ncc(O)cn12
frontier orbital gap	7.80	eV
net charge	0
spin multiplicity	1

***

Run ii
Molecular formula: C8H5N5O2
Method: DFT, ωB97M-V/def2-TZVPD

Last column: Löwdin charge in e.
Element x y z (Å)
O -1.84 -1.05 -1.05  0.04
C -1.09 -0.36 -0.35  -0.37
C -1.67 0.41 0.70  -0.13
N -2.99 0.51 1.17  0.12
C -2.96 1.42 2.22  -0.12
N -1.71 1.81 2.44  0.11
C -0.89 1.20 1.49  -0.28
N 0.47 1.30 1.34  0.18
C 1.04 0.57 0.36  -0.30
N 2.38 0.78 0.22  0.15
C 3.00 0.06 -0.68  -0.02
C 2.37 -0.98 -1.52  -0.24
O 3.06 -1.78 -2.42  0.03
C 1.00 -1.12 -1.41  0.06
N 0.31 -0.32 -0.47  0.11
H -3.78 0.06 0.72  0.16
H -3.81 1.78 2.79  0.12
H 4.08 0.10 -0.76  0.12
H 2.54 -2.50 -2.80  0.11
H 0.48 -1.88 -2.00  0.14

Computed properties:
structure (SMILES)	O=c1c2[nH]cnc2nc2ncc(O)cn12
frontier orbital gap	7.61	eV
net charge	0
spin multiplicity	1

***

What is the stability order? It is run i, run ii, from most stable to least stable.

***

Run i
Molecular formula: C25H23Cl5N6NaO2PSe2
Method: DFT, ωB97M-V/def2-TZVPD

Last column: Löwdin charge in e.
Element x y z (Å)
Na 0.82 -0.01 -0.53  0.03
N -0.47 0.42 1.85  0.07
N -1.26 -0.64 2.34  -0.01
C -2.05 -1.44 1.57  -0.43
N -2.53 -2.52 2.22  0.17
N -2.41 -1.08 0.36  0.16
N -3.24 -1.85 -0.35  -0.43
O -3.43 -1.52 -1.51  0.04
O -3.81 -2.85 0.15  -0.04
H 0.51 0.16 1.81  0.07
H -0.58 1.21 2.47  0.08
H -0.87 -1.15 3.12  0.10
H -1.95 -2.94 2.93  0.07
H -3.09 -3.12 1.63  0.06
Se -0.36 2.41 -1.68  -0.04
P -2.84 4.65 -0.27  0.71
Se -2.33 2.43 -0.52  0.04
C -1.87 5.00 1.26  -0.45
C -0.62 5.60 1.44  -0.08
C -0.11 5.79 2.72  -0.10
C -0.82 5.38 3.84  -0.12
C -2.05 4.76 3.67  -0.11
C -2.56 4.58 2.40  -0.16
C -2.05 5.32 -1.77  -0.51
C -0.89 6.06 -1.94  -0.11
C -0.44 6.41 -3.21  -0.10
C -1.15 6.03 -4.33  -0.11
C -2.32 5.31 -4.18  -0.10
C -2.77 4.97 -2.92  -0.17
H -0.03 5.90 0.60  0.07
H 0.86 6.26 2.84  0.10
H -0.42 5.54 4.83  0.09
H -2.61 4.42 4.53  0.09
H -3.52 4.09 2.26  0.08
H -0.30 6.37 -1.09  0.07
H 0.49 6.97 -3.31  0.09
H -0.78 6.28 -5.32  0.09
H -2.89 5.00 -5.06  0.10
H -3.68 4.39 -2.81  0.09
Cl 0.79 -3.59 3.30  0.58
C 0.79 -3.95 1.57  -0.72
C 0.49 -2.92 0.68  -0.13
C 0.55 -3.32 -0.65  -0.71
Cl 0.18 -2.16 -1.89  0.71
C 0.92 -4.59 -1.07  -0.72
Cl 1.07 -4.98 -2.75  0.63
C 1.17 -5.58 -0.13  -0.72
Cl 1.59 -7.18 -0.63  0.62
C 1.09 -5.26 1.22  -0.72
Cl 1.34 -6.51 2.41  0.60
C 2.74 2.23 0.84  -0.08
C 3.58 1.03 0.51  -0.43
C 4.96 0.93 0.54  -0.13
C 5.26 -0.40 0.18  -0.13
C 4.05 -1.03 -0.05  -0.42
C 3.82 -2.46 -0.44  -0.06
N 3.01 -0.17 0.15  0.02
H 3.38 3.10 1.00  0.06
H 2.15 2.06 1.75  0.05
H 2.04 2.47 0.04  0.00
H 5.66 1.72 0.77  0.06
H 6.25 -0.85 0.08  0.06
H 4.77 -3.00 -0.45  0.06
H 3.37 -2.53 -1.44  0.06
H 3.14 -2.96 0.26  0.05

Computed properties:
frontier orbital gap	5.20	eV
net charge	-2
spin multiplicity	1

***

Run ii
Molecular formula: C25H23Cl5N6NaO2PSe2
Method: DFT, ωB97M-V/def2-TZVPD

Last column: Löwdin charge in e.
Element x y z (Å)
Na 0.68 -0.26 -0.90  0.15
N 0.20 -0.01 1.48  0.04
N 1.42 0.06 2.13  0.02
C 2.54 0.11 1.42  -0.39
N 3.74 0.08 2.02  0.20
N 2.36 0.25 0.11  0.07
N 3.24 -0.10 -0.78  -0.41
O 2.85 -0.02 -1.95  0.00
O 4.40 -0.49 -0.51  0.00
H -0.45 0.71 1.77  0.03
H -0.19 -0.94 1.50  0.01
H 1.47 0.08 3.14  0.15
H 3.80 -0.21 2.98  0.10
H 4.48 -0.17 1.37  0.08
Se -2.70 2.05 0.47  0.21
P -3.78 0.21 0.28  0.03
Se -2.69 -1.63 0.27  0.26
C -5.01 0.19 1.66  -0.39
C -5.75 1.33 1.96  -0.12
C -6.50 1.41 3.12  -0.10
C -6.50 0.34 4.02  -0.12
C -5.79 -0.80 3.72  -0.10
C -5.05 -0.88 2.54  -0.13
C -4.79 0.32 -1.26  -0.38
C -5.45 1.51 -1.59  -0.12
C -6.09 1.65 -2.81  -0.10
C -6.06 0.62 -3.73  -0.12
C -5.41 -0.57 -3.42  -0.10
C -4.78 -0.71 -2.19  -0.12
H -5.70 2.18 1.29  0.07
H -7.06 2.31 3.34  0.09
H -7.05 0.42 4.95  0.09
H -5.79 -1.64 4.41  0.09
H -4.47 -1.77 2.32  0.03
H -5.41 2.34 -0.89  0.07
H -6.59 2.58 -3.05  0.09
H -6.53 0.74 -4.70  0.09
H -5.38 -1.38 -4.14  0.09
H -4.26 -1.63 -1.95  0.03
Cl 1.32 3.87 3.01  0.54
C 1.36 4.14 1.26  -0.73
C 0.93 3.12 0.44  -0.14
C 1.02 3.42 -0.91  -0.69
Cl 0.50 2.25 -2.11  0.67
C 1.50 4.63 -1.41  -0.71
Cl 1.63 4.92 -3.12  0.60
C 1.89 5.63 -0.53  -0.73
Cl 2.43 7.16 -1.12  0.60
C 1.82 5.39 0.84  -0.72
Cl 2.30 6.64 1.95  0.58
C 1.63 -3.18 2.46  -0.08
C 1.49 -3.52 1.00  -0.42
C 1.67 -4.77 0.44  -0.13
C 1.39 -4.62 -0.94  -0.12
C 1.06 -3.28 -1.11  -0.42
C 0.64 -2.61 -2.38  -0.06
N 1.12 -2.60 0.07  0.07
H 1.80 -4.11 3.02  0.06
H 0.73 -2.71 2.86  0.06
H 2.47 -2.51 2.66  0.04
H 1.96 -5.69 0.95  0.06
H 1.42 -5.39 -1.70  0.07
H 0.56 -3.35 -3.18  0.07
H 1.37 -1.85 -2.69  0.05
H -0.34 -2.13 -2.26  0.06

Computed properties:
frontier orbital gap	5.40	eV
net charge	-2
spin multiplicity	1

***

What is the stability order? It is run ii, run i, from most stable to least stable.